10
Properties=species:S:1:pos:R:3:mulliken_charge:R:1 method="wB97M-V/def2-TZVPD" e_tot_ha=-553.1790 multiplicity=1 gap_ha=0.3675 smiles="C=O.CS"
C -1.2295 1.3242 -1.2994 -0.141
O -1.2462 0.7769 -2.3652 -0.388
H -1.7443 0.9217 -0.4204 0.262
H -0.6772 2.2672 -1.1235 0.269
C 0.9395 -0.7723 0.4162 -0.789
S 0.2091 -0.2725 2.0103 -0.190
H 2.0002 -0.8778 0.5362 0.332
H 0.7725 -0.1472 -0.4558 0.244
H 0.5209 -1.7446 0.1630 0.284
H 0.4550 -1.4755 2.5387 0.118

=====

11
Properties=species:S:1:pos:R:3:mulliken_charge:R:1 method="wB97M-V/def2-TZVPD" e_tot_ha=-951.3580 multiplicity=1 gap_ha=0.3659 smiles="C=CO.SS"
C 1.4697 0.6164 0.8805 -0.596
C 1.7541 -0.5121 0.2153 -0.054
O 1.0016 -1.6490 0.4507 -0.502
H 1.9725 1.5265 0.5688 0.261
H 0.4468 0.7462 1.2220 0.255
H 2.5052 -0.5914 -0.5616 0.322
H 1.1219 -1.8208 1.3741 0.324
S -1.9673 -0.3254 -0.5088 -0.139
S -2.7677 1.5301 -0.8536 -0.180
H -3.0383 -1.0996 -0.6304 0.148
H -2.4987 1.5791 -2.1571 0.161

=====

10
Properties=species:S:1:pos:R:3:mulliken_charge:R:1 method="wB97M-V/def2-TZVPD" e_tot_ha=-444.3574 multiplicity=1 gap_ha="0.2895 / 0.3289"
C -2.0269 0.2354 -0.5443 0.182
C 0.1499 -0.0081 1.0613 -0.885
O -3.1175 -0.2616 -0.4370 -0.345
Si 1.4928 -0.1550 -0.2013 0.464
H -1.3625 0.5778 -1.3396 0.197
H -0.3151 -0.8470 1.5213 0.410
H 0.0202 1.0563 1.4617 0.321
H 2.6731 0.5293 0.3539 -0.095
H 1.0997 0.5120 -1.4404 -0.159
H 1.3864 -1.6392 -0.4354 -0.090

=====

10
Properties=species:S:1:pos:R:3:mulliken_charge:R:1 method="wB97M-V/def2-TZVPD" e_tot_ha=-327.0366 multiplicity=1 charge=+1 gap_ha=0.2529
H 3.4504 0.7202 -0.3555 0.089
C -1.4796 0.3046 0.0237 -0.486
O -0.0881 0.4803 0.1086 -0.212
C 0.7601 -0.7152 0.0395 -0.909
H -1.9506 1.2954 0.0567 0.238
H -1.7479 -0.1970 -0.9208 0.275
H -1.8334 -0.3104 0.8677 0.279
H 0.5459 -1.2457 -0.9053 0.339
H 0.4882 -1.3800 0.8785 0.338
Tl 1.8552 1.0479 0.2070 1.049

=====

11
Properties=species:S:1:pos:R:3:mulliken_charge:R:1 method="wB97M-V/def2-TZVPD" e_tot_ha=-1160.5600 multiplicity=1 gap_ha="0.2262 / 0.2259"
C 2.3647 -0.3861 0.0858 -0.490
C -1.5449 1.0530 0.2872 -0.561
P 1.0905 -1.4176 -0.3902 -0.059
P -1.7087 -1.9783 0.4241 -0.009
S -2.3580 -0.3602 -0.5305 -0.101
H 3.1612 -0.7371 0.8455 0.258
H 2.3847 0.5504 -0.5266 0.247
H -2.1905 1.3446 1.1966 0.255
H -1.3845 1.9110 -0.4556 0.254
H -0.4684 0.7244 0.6555 0.145
H 0.6539 -0.7040 -1.5918 0.062

=====

12
Properties=species:S:1:pos:R:3:mulliken_charge:R:1 method="wB97M-V/def2-TZVPD" e_tot_ha=-1558.7743 multiplicity=1 gap_ha=0.3178 smiles="C=PSS.C=P"
C -2.4514 -2.4386 0.4239 -0.515
P -2.2510 -0.8860 -0.1373 0.140
S -1.0407 -1.2868 -1.8693 -0.077
S -0.6706 0.6411 -2.5611 -0.256
H -1.9644 -3.4070 0.0621 0.184
H -3.2093 -2.6789 1.0602 0.304
H -1.9969 0.9462 -2.8882 0.173
C 2.2939 1.3777 1.2731 -0.526
P 0.8858 1.3673 0.2304 0.119
H 3.0996 2.1806 1.3539 0.222
H 2.4851 0.5752 2.1079 0.213
H 1.1738 2.5324 -0.6271 0.021

=====

9
Properties=species:S:1:pos:R:3:mulliken_charge:R:1 method="wB97M-V/def2-TZVPD" e_tot_ha=-477.9282 multiplicity=1 gap_ha=0.3874 smiles="C=C.S"
C -0.7955 -1.4420 -0.3025 -0.381
C -1.4174 -1.9424 0.7677 -0.500
H 0.2128 -1.1120 -0.1018 0.154
H -1.2908 -1.1967 -1.2328 0.261
H -1.0566 -1.7157 1.7631 0.224
H -2.4386 -2.2813 0.6887 0.255
S 0.9125 1.4889 -0.2174 -0.315
H 1.6375 2.2972 0.5266 0.144
H 1.8579 1.1671 -1.0938 0.158

=====

9
Properties=species:S:1:pos:R:3:mulliken_charge:R:1 method="wB97M-V/def2-TZVPD" e_tot_ha=-477.8987 multiplicity=1 gap_ha=0.3175
C -0.1899 -0.4026 -1.0205 -1.159
C 0.1399 0.3933 0.2804 -0.385
S 0.7963 -0.7160 1.5542 -0.223
H -0.5920 0.1562 -1.8602 0.321
H -0.9451 -1.1518 -0.7605 0.331
H 0.7323 -0.9245 -1.3376 0.303
H 0.7834 1.2040 -0.0559 0.312
H -0.8071 0.7481 0.6701 0.344
H 0.0822 0.6933 2.5299 0.157

=====

9
Properties=species:S:1:pos:R:3:mulliken_charge:R:1 method="wB97M-V/def2-TZVPD" e_tot_ha=-477.9037 multiplicity=1 gap_ha=0.3171
C -0.9433 -0.0753 -0.5374 -1.044
C 0.2605 0.3579 0.2989 -0.353
S 1.8671 -0.1873 -0.3503 -0.260
H -0.8726 0.0231 -1.6236 0.353
H -1.1485 -1.1520 -0.4494 0.293
H -1.8126 0.4923 -0.1945 0.282
H -0.0170 0.0957 1.3172 0.350
H 0.4200 1.4381 0.2478 0.251
H 2.2464 -0.9924 1.2913 0.128

=====

10
Properties=species:S:1:pos:R:3:mulliken_charge:R:1 method="wB97M-V/def2-TZVPD" e_tot_ha=-876.1640 multiplicity=1 gap_ha=0.3266 smiles=CCSS
C 0.2073 0.4283 1.5029 -1.138
C 0.1475 0.4501 -0.0244 -0.440
S -0.7335 -1.0587 -0.5791 -0.098
S -0.5329 -0.7760 -2.6435 -0.211
H 0.5381 -0.5461 1.8460 0.338
H -0.7914 0.6201 1.8767 0.316
H 0.8462 1.2485 1.8236 0.325
H 1.1124 0.4283 -0.5217 0.394
H -0.4263 1.2864 -0.4014 0.364
H -0.3673 -2.0810 -2.8790 0.150

=====

110
Properties=species:S:1:pos:R:3:mulliken_charge:R:1 method="wB97M-V/def2-TZVPD" e_tot_ha=-3002.7283 multiplicity=1 gap_ha=0.2718
C -0.5093 -2.9191 -0.9743 -0.736
C 0.8334 -2.7205 -0.0111 0.221
N 0.5053 -1.6117 0.9635 -0.298
P 0.0317 -0.0923 0.1600 -0.282
B 1.2811 0.4689 -1.1776 0.172
N 2.5998 1.2144 -0.8721 -0.115
O 0.9972 0.2190 -2.6197 -0.507
H -0.6178 -4.0569 -1.2418 0.285
H -1.4743 -2.4757 -0.4771 0.161
H -0.3071 -2.3517 -1.9823 0.149
H 0.9527 -3.7145 0.6389 0.087
H 1.8226 -2.5752 -0.6185 0.093
H 1.2342 -1.4809 1.6986 0.244
H 0.0775 0.9679 1.1707 0.014
H 2.3666 2.2421 -0.9450 0.208
H 3.2829 1.0550 -1.6597 0.267
H 0.0980 0.6455 -2.8437 0.252
O 5.7845 1.3672 -0.9836 -0.599
H 6.0333 0.8206 -1.7440 0.306
H 4.8584 1.1336 -0.8203 0.186
O -2.8847 -4.6311 -0.3982 -0.793
H -3.5793 -4.0652 -0.7674 0.333
H -2.5262 -4.1120 0.3372 0.363
O 3.9324 2.5328 1.5160 -0.633
H 3.5219 2.1441 0.7290 0.437
H 3.3464 3.2693 1.7461 0.237
O -4.1923 -5.5438 1.9267 -0.648
H -3.9378 -5.7233 1.0091 0.357
H -3.3829 -5.7133 2.4316 0.313
O 1.5681 4.1097 -0.9189 -0.610
H 1.2728 5.0176 -0.7535 0.261
H 0.9119 3.7595 -1.5399 0.245
O 2.7884 -2.1873 -2.6879 -0.542
H 2.3779 -2.5759 -3.4749 0.273
H 2.2024 -1.4508 -2.4578 0.240
O 1.1862 -1.7706 3.8979 -0.603
H 1.4947 -2.6744 3.7338 0.286
H 1.1165 -1.7186 4.8629 0.322
O 5.7982 -2.0456 -2.2906 -0.597
H 6.0470 -2.5922 -3.0510 0.283
H 4.8722 -2.2792 -2.1273 0.316
O -6.2543 -5.2793 4.7051 -0.630
H -5.9998 -5.4587 3.7875 0.337
H -5.4450 -5.4487 5.2100 0.298
O -1.1055 5.2948 -0.7259 -0.616
H -1.5936 6.1266 -0.6325 0.291
H -1.7491 4.6160 -0.4732 0.318
O 1.8077 -3.1461 -5.5029 -0.608
H 1.5065 -2.6772 -6.2955 0.332
H 1.1990 -3.8963 -5.4292 0.291
O -3.8924 -6.4699 -2.4555 -0.640
H -4.5870 -5.9041 -2.8247 0.296
H -3.5339 -5.9509 -1.7201 0.405
O 0.8414 6.3923 1.8254 -0.651
H 0.5461 7.3003 1.9908 0.301
H 0.1852 6.0421 1.2045 0.328
O -3.7059 5.4308 -0.6634 -0.601
H -4.1164 5.0421 -1.4504 0.324
H -4.2919 6.1673 -0.4332 0.261
O 3.0187 5.7833 3.7256 -0.617
H 2.2281 6.0746 3.2470 0.343
H 3.7341 6.3094 3.3378 0.330
O 4.9426 5.7624 1.0253 -0.627
H 5.0847 4.9832 1.5835 0.324
H 4.1548 5.5388 0.5073 0.312
O 5.7090 7.4692 -1.7357 -0.647
H 6.6541 7.3044 -1.8720 0.311
H 5.4828 6.9170 -0.9724 0.327
O 0.8845 -5.6066 1.9205 -0.631
H 1.2229 -6.2749 1.3058 0.322
H 1.4440 -5.7056 2.7053 0.322
O 7.8319 -0.2859 0.4773 -0.650
H 7.4214 -0.6746 -0.3097 0.307
H 7.2459 0.4506 0.7074 0.340
O 5.7280 0.0307 2.5394 -0.648
H 5.0334 0.5966 2.1702 0.311
H 6.0865 0.5497 3.2749 0.307
O -8.4592 -2.7514 4.7765 -0.665
H -7.8300 -3.4751 4.9156 0.336
H -7.9487 -1.9543 4.9837 0.320
O -10.1423 -2.7958 7.6365 -0.656
H -9.8878 -2.9753 6.7189 0.353
H -9.3330 -2.9653 8.1415 0.306
O -5.8517 5.8878 -2.6406 -0.617
H -6.2622 5.4991 -3.4277 0.356
H -6.4377 6.6243 -2.4105 0.281
O -7.6541 4.4785 -4.7669 -0.630
H -7.8738 4.6589 -5.6933 0.312
H -8.2934 3.8001 -4.5026 0.308
O 1.3899 -0.3086 6.7022 -0.624
H 0.6953 0.2572 6.3329 0.314
H 1.7484 0.2104 7.4376 0.300
O -1.5942 -0.2951 -4.6378 -0.588
H -2.3848 -0.0038 -5.1164 0.295
H -0.8788 0.2309 -5.0255 0.308
O 9.4336 1.9768 -1.5195 -0.658
H 9.2254 1.2488 -0.9150 0.367
H 8.5866 2.4324 -1.6379 0.315
O -6.4445 -7.8826 2.4383 -0.643
H -7.2351 -7.5914 1.9597 0.317
H -5.7291 -7.3566 2.0506 0.334
O -3.5961 6.2382 -4.5118 -0.647
H -4.3547 5.8802 -4.0266 0.349
H -3.9699 6.9717 -5.0226 0.300
O 0.6603 -1.8368 -7.8705 -0.648
H 0.2498 -2.2255 -8.6576 0.313
H 0.0743 -1.1003 -7.6404 0.312
O 1.8832 -5.2978 4.7682 -0.670
H 1.6750 -6.0259 5.3728 0.313
H 1.0363 -4.8423 4.6499 0.320

=====

10
Properties=species:S:1:pos:R:3:mulliken_charge:R:1 method="wB97M-V/def2-TZVPD" e_tot_ha=-105.0279 multiplicity=1 gap_ha="0.2701 / 0.2702"
B -2.1754 -0.1771 -0.0093 0.101
C 1.3096 -0.3571 -0.3155 -0.640
C 0.4602 0.6594 0.2829 -0.762
H -2.1383 -1.2275 0.1385 -0.021
H -3.1907 0.5774 -0.1001 -0.002
H 1.1525 -1.4642 0.0209 0.233
H 1.3039 -0.1383 -1.4360 0.222
H 2.4519 -0.0668 -0.0181 0.251
H 0.3740 0.4514 1.3325 0.304
H 0.4523 1.7428 0.1041 0.314

=====

Look up the multiplicity of the eleventh one. 1

=====

What is the multiplicity in the eleventh record? 1